1.
{
  "formula": "C11H13ClN2O2Re",
  "method": "ωB97M-V/def2-TZVPD",
  "charge": 2,
  "s2": 3.79,
  "multiplicity": 4,
  "orbital_gap_ev": [6.9, 5.6],
  "e_tot_ha": -1224.6252,
  "mol_weight_g_mol": 426.90,
  "lumo_ev": [-8.43, -10.68],
  "species": ["C", "H", "H", "H", "C", "C", "N", "H", "H", "C", "C", "H", "C", "O", "O", "H", "C", "Re", "N", "C", "H", "H", "Cl", "H", "C", "C", "C", "H", "H", "H"],
  "positions_angstrom": [[-1.037, -1.834, -1.130], [1.205, -0.003, -4.269], [-0.606, -0.934, 6.514], [0.604, 0.937, 6.514], [-1.143, 0.229, -2.177], [0.692, 1.073, 5.430], [0.002, -0.004, 4.576], [1.751, 1.064, 5.155], [1.064, -2.277, -1.799], [1.241, 0.324, -3.226], [-1.883, -0.691, -1.387], [-2.902, -0.572, -1.055], [-0.693, -1.071, 5.430], [-1.487, 1.678, 2.285], [2.909, 0.870, 0.726], [-1.752, -1.062, 5.156], [0.223, -1.602, -1.768], [-0.008, 0.018, -0.114], [0.059, -0.088, 2.092], [0.181, -0.303, -2.434], [0.249, 2.033, 5.154], [2.223, 0.070, -2.819], [0.119, 2.724, -0.823], [-0.252, -2.033, 5.157], [0.022, -0.021, 3.371], [-0.948, 1.012, 1.459], [1.828, 0.579, 0.421], [-1.465, 1.203, -2.506], [1.119, 1.409, -3.188], [-1.321, -2.720, -0.589]],
  "forces_ev_per_a": [[0.1, 1.1, -0.3], [-0.1, 0.0, 0.1], [0.4, 0.6, -0.6], [-0.4, -0.6, -0.6], [0.8, -0.2, 0.4], [0.7, 0.9, -0.8], [-0.1, 0.3, 5.2], [-0.2, 0.0, 0.1], [0.0, -0.1, 0.1], [0.6, 0.6, -0.1], [0.8, -0.5, 0.4], [0.0, 0.0, 0.0], [-0.8, -0.9, -0.8], [0.6, -1.0, -2.7], [-4.2, -1.2, -1.1], [0.2, 0.0, 0.1], [-0.2, 1.1, -0.3], [-2.7, -0.2, -2.1], [0.7, -1.1, 6.9], [-1.2, -1.3, 1.2], [0.1, -0.2, 0.0], [0.0, 0.0, -0.2], [0.3, -1.2, 0.5], [-0.1, 0.2, 0.1], [0.9, -1.2, -8.5], [-2.7, 2.9, 2.0], [6.5, 2.2, 0.9], [-0.1, 0.0, 0.0], [0.1, -0.1, -0.2], [0.0, -0.1, 0.1]],
  "mulliken_charge": [-0.489, 0.360, 0.340, 0.344, -0.403, -0.771, 0.079, 0.344, 0.492, -1.183, -0.550, 0.547, -0.784, -0.434, -0.248, 0.350, -0.641, 1.064, -0.512, 0.766, 0.348, 0.331, -0.200, 0.354, 0.544, 0.267, 0.373, 0.465, 0.314, 0.530]
}

---

2.
{
  "formula": "C11H13F3N4O3S2Sc",
  "method": "ωB97M-V/def2-TZVPD",
  "charge": 1,
  "orbital_gap_ev": 7.3,
  "e_tot_ha": -2728.3400,
  "mol_weight_g_mol": 415.33,
  "relative_energy_kcal_mol": 7.5,
  "lumo_ev": -4.41,
  "species": ["H", "S", "C", "C", "H", "H", "N", "H", "H", "H", "Sc", "C", "H", "O", "F", "H", "C", "S", "N", "H", "O", "C", "C", "H", "H", "C", "C", "F", "H", "N", "N", "C", "H", "O", "C", "F", "C"],
  "positions_angstrom": [[-4.533, 0.863, 3.096], [-2.313, 1.302, -1.218], [3.110, -3.278, -0.362], [-2.903, 2.228, 2.678], [3.333, -3.782, -2.445], [2.597, -2.588, 1.605], [-1.186, 0.563, 1.189], [1.394, -2.397, -3.124], [-2.921, 0.130, 3.169], [3.962, -3.855, -0.028], [-0.168, 0.132, -1.664], [-2.085, 1.274, 0.536], [0.903, -2.110, 2.792], [2.960, 0.792, -3.764], [-0.161, 2.714, -2.937], [-0.670, -1.286, 2.783], [1.276, -1.813, 0.104], [1.702, 1.060, -3.192], [-0.352, -0.161, 0.414], [0.786, -0.341, 2.983], [0.567, 0.160, -3.547], [0.963, 2.689, -3.697], [-3.498, 1.022, 3.398], [-3.494, 3.117, 2.887], [-3.472, 1.188, 4.475], [0.374, -1.217, 2.477], [0.419, -1.023, 1.002], [0.641, 2.686, -4.968], [-3.548, 2.600, 0.677], [-2.883, 2.081, 1.224], [0.958, -1.761, -1.213], [2.349, -2.567, 0.554], [-1.884, 2.408, 3.026], [1.604, 1.150, -1.709], [2.769, -3.236, -1.703], [1.715, 3.719, -3.413], [1.690, -2.461, -2.085]],
  "forces_ev_per_a": [[0.0, 0.0, 0.0], [0.2, -0.3, 0.1], [0.0, 0.0, -0.1], [0.0, -0.2, 0.1], [0.0, 0.0, 0.0], [0.0, 0.0, 0.0], [-0.2, 0.3, 0.7], [0.0, 0.0, 0.0], [0.0, -0.1, 0.0], [0.0, 0.0, 0.0], [-1.5, -0.3, 0.5], [0.4, -0.1, -0.3], [0.0, 0.0, 0.0], [0.0, 0.1, -0.1], [0.2, 0.4, -0.4], [0.0, 0.0, 0.0], [0.1, -0.2, -0.2], [0.6, 0.7, -0.6], [0.0, -0.5, 0.6], [0.0, 0.0, 0.0], [0.3, -0.3, -1.1], [-0.3, -0.3, 0.3], [0.0, 0.2, -0.1], [0.0, 0.1, 0.0], [0.0, 0.0, 0.0], [0.1, -0.1, -0.1], [-0.4, 0.3, 0.2], [0.0, -0.1, -0.1], [-0.1, 0.0, 0.0], [-0.2, 0.0, 0.0], [0.1, 0.1, 0.2], [-0.1, 0.1, 0.0], [0.0, 0.0, -0.1], [0.5, 0.3, 0.2], [0.1, 0.0, 0.1], [0.2, 0.0, 0.1], [-0.1, 0.0, -0.1]],
  "mulliken_charge": [0.299, -0.447, -0.373, -0.432, 0.419, 0.353, -0.903, 0.482, 0.176, 0.453, 0.800, 0.560, 0.435, -0.509, -0.171, 0.228, 0.797, 1.179, 0.359, 0.310, -0.564, 0.746, -0.897, 0.399, 0.340, -1.293, 0.421, -0.183, 0.240, -0.151, -0.109, -0.706, 0.264, -0.505, -0.729, -0.172, -0.117]
}

---

3.
{
  "formula": "C11H13IrN6O6P2S",
  "method": "ωB97M-V/def2-TZVPD",
  "charge": 1,
  "s2": 8.79,
  "multiplicity": 6,
  "orbital_gap_ev": [8.7, 5.6],
  "e_tot_ha": -2391.9882,
  "mol_weight_g_mol": 611.49,
  "relative_energy_kcal_mol": 0.0,
  "lumo_ev": [-3.10, -6.86],
  "species": ["P", "H", "C", "H", "H", "O", "C", "C", "C", "N", "S", "O", "H", "P", "O", "C", "H", "N", "H", "O", "C", "N", "C", "C", "H", "N", "N", "C", "H", "H", "H", "C", "C", "N", "Ir", "H", "O", "O", "H", "H"],
  "positions_angstrom": [[-1.303, -0.116, -2.756], [-2.987, -1.393, -2.351], [-0.119, 1.773, 3.215], [-0.169, -3.694, -2.143], [-1.251, -2.791, 1.395], [-0.797, -0.172, -4.270], [3.276, -0.750, -2.086], [2.847, 0.770, -0.394], [-1.483, 3.248, 2.058], [-2.449, -2.277, -1.993], [-1.863, 3.758, 0.384], [-1.492, -2.587, 0.507], [-2.768, -2.533, -1.055], [-0.552, -1.437, -0.138], [-2.808, -0.030, -2.760], [-0.373, 2.527, 4.345], [0.037, 2.242, 5.299], [2.739, -1.099, -3.045], [-0.355, -2.824, -3.739], [0.862, -1.593, 0.109], [5.068, -0.275, -0.502], [6.160, -0.457, -0.188], [3.778, -0.126, -0.945], [-0.087, -2.765, -2.676], [0.979, -2.458, -2.680], [-1.863, 3.937, 3.101], [-0.627, 2.221, 2.076], [0.802, 0.576, 3.237], [-2.463, -3.051, -2.652], [0.309, -0.323, 2.890], [0.113, 0.105, -4.368], [-0.991, -1.727, -1.940], [-1.293, 3.579, 4.235], [2.025, 1.518, -0.080], [-0.459, 1.866, -0.187], [1.142, 0.441, 4.264], [-0.443, 0.974, -2.117], [-1.230, -0.113, 0.252], [-1.563, 4.197, 5.094], [1.649, 0.860, 2.604]],
  "forces_ev_per_a": [[-0.6, 1.1, -1.2], [-0.2, -0.2, 0.0], [0.6, 0.0, 0.6], [0.0, -0.6, 0.0], [0.2, -0.4, 1.2], [-0.5, -0.5, 0.5], [-0.2, -0.2, -0.7], [-0.7, 0.9, 0.5], [0.5, 0.4, -0.6], [0.9, -0.1, 0.5], [0.8, -1.3, 0.2], [0.0, 0.5, -1.2], [0.0, -0.4, -0.3], [-1.9, 0.1, -0.8], [1.0, 0.6, 0.0], [-1.0, 0.2, 0.3], [0.1, 0.1, 0.1], [0.1, -0.1, -0.1], [-0.2, -0.2, 0.3], [1.9, -0.1, 0.3], [0.6, -0.2, 0.2], [0.5, 0.0, 0.2], [-0.9, 0.2, -0.1], [0.5, 1.6, 0.2], [-0.8, -0.1, 0.3], [-0.4, 0.2, -0.6], [-0.3, -0.4, -1.2], [-0.2, 1.2, 0.1], [-0.3, -0.1, 0.2], [0.0, -0.1, -0.3], [0.5, 0.2, -0.2], [-0.6, -1.1, 0.0], [0.6, -0.1, 1.1], [0.0, -0.3, -0.1], [-0.8, -0.1, -0.1], [0.1, -0.1, -0.2], [0.4, 0.3, 0.6], [0.0, 0.3, 0.2], [0.1, -0.3, -0.1], [0.0, -0.5, 0.0]],
  "mulliken_charge": [0.728, 0.404, 0.783, 0.513, 0.387, -0.554, 0.299, 0.334, 0.638, -0.308, -0.259, -0.632, 0.362, 0.740, -0.829, -0.741, 0.400, -0.431, 0.517, -0.735, 0.030, -0.265, 0.465, -1.532, 0.185, -0.509, -0.283, -0.854, 0.315, 0.140, 0.338, 0.930, -0.133, -0.524, 1.736, 0.407, -0.694, -0.924, 0.410, 0.144]
}